<one>
{
  "formula": "C5H10N2O",
  "method": "ωB97M-V/def2-TZVPD",
  "multiplicity": 1,
  "mol_weight_g_mol": 114.15,
  "smiles": "C/N=C(/C)CC(N)=O",
  "homo_ev": -9.07,
  "elements": ["C", "C", "C", "C", "N", "C", "O", "N", "H", "H", "H", "H", "H", "H", "H", "H", "H", "H"],
  "xyz": [[0.873, 1.475, 1.246], [1.570, -0.765, -1.660], [0.950, -0.195, -0.430], [-1.516, -0.145, -0.277], [-2.464, 0.003, 0.682], [-0.318, -0.979, 0.111], [-1.552, 0.486, -1.318], [1.459, 0.808, 0.120], [-3.266, 0.574, 0.472], [-2.422, -0.468, 1.569], [-0.068, 1.958, 0.963], [0.663, 0.782, 2.073], [1.580, 2.229, 1.591], [2.466, -0.203, -1.918], [0.858, -0.694, -2.483], [1.825, -1.815, -1.519], [-0.370, -1.929, -0.416], [-0.268, -1.122, 1.192]]
}

<two>
{
  "formula": "C5H10N2O",
  "method": "ωB97M-V/def2-TZVPD",
  "multiplicity": 1,
  "mol_weight_g_mol": 114.15,
  "smiles": "C/C(=N\\O)N1CCC1",
  "homo_ev": -8.86,
  "elements": ["C", "C", "C", "C", "C", "H", "H", "H", "H", "H", "H", "H", "H", "H", "H", "N", "N", "O"],
  "xyz": [[-1.270, 0.928, -1.110], [0.308, 0.535, -0.887], [0.622, 0.275, 1.676], [0.466, -1.232, 2.162], [0.014, -1.450, 0.667], [-1.486, 1.985, -1.059], [-2.151, 0.294, -0.462], [-1.585, 0.745, -2.212], [1.137, 1.283, -3.779], [1.464, 0.910, 2.030], [-0.350, 0.744, 1.799], [1.513, -1.795, 2.303], [-0.204, -1.439, 2.979], [-1.104, -1.195, 0.403], [0.249, -2.389, 0.048], [1.117, 0.732, -1.878], [0.754, -0.279, 0.265], [0.505, 1.349, -2.946]]
}

<three>
{
  "formula": "C5H10N2O",
  "method": "ωB97M-V/def2-TZVPD",
  "multiplicity": 1,
  "mol_weight_g_mol": 114.15,
  "smiles": "C=NNC1(CO)CC1",
  "homo_ev": -9.21,
  "elements": ["C", "C", "C", "C", "C", "H", "H", "H", "H", "H", "H", "H", "H", "H", "H", "N", "N", "O"],
  "xyz": [[-0.796, -0.690, 1.260], [-0.282, 0.276, 0.437], [0.598, 1.126, 1.172], [-0.807, 1.669, 0.729], [0.963, -0.924, -2.675], [0.481, -2.212, 0.870], [-1.479, -1.449, 0.671], [-1.063, -0.367, 2.267], [0.749, 0.900, 2.128], [1.329, 1.747, 0.613], [-1.648, 2.056, 1.413], [-0.495, 2.275, -0.126], [-0.878, -0.208, -1.308], [0.177, -0.511, -3.357], [1.800, -1.503, -3.422], [0.130, 0.175, -0.896], [1.093, -0.724, -1.452], [0.129, -1.636, 1.676]]
}

Stability check: which of them is most stable? <one>.

<one>
{
  "formula": "C4H7N3O",
  "method": "ωB97M-V/def2-TZVPD",
  "multiplicity": 1,
  "mol_weight_g_mol": 113.12,
  "homo_ev": -8.99,
  "elements": ["C", "C", "C", "C", "N", "N", "N", "O", "H", "H", "H", "H", "H", "H", "H"],
  "xyz": [[-1.833, -0.340, 1.157], [-2.490, 0.127, -0.839], [-0.745, 0.008, 0.372], [1.344, 0.122, 0.930], [-1.171, 0.342, -0.870], [2.247, -0.123, -1.304], [2.114, 0.729, -0.121], [-2.924, -0.236, 0.343], [-2.040, -0.619, 2.141], [-3.137, 0.089, -1.693], [1.317, 0.649, 1.885], [1.416, -0.851, 1.122], [2.965, -0.741, -1.184], [1.335, -0.721, -1.502], [1.603, 1.563, -0.437]]
}

<two>
{
  "formula": "C4H7N3O",
  "method": "ωB97M-V/def2-TZVPD",
  "multiplicity": 1,
  "mol_weight_g_mol": 113.12,
  "homo_ev": -9.15,
  "elements": ["C", "C", "C", "C", "H", "H", "H", "H", "H", "H", "H", "N", "N", "N", "O"],
  "xyz": [[0.095, -0.239, 0.412], [0.400, 1.273, 0.802], [0.068, 2.319, -0.152], [-1.391, -0.305, 0.195], [2.410, -0.328, -0.691], [2.704, -1.940, -0.492], [1.459, 1.525, 1.258], [0.531, 3.258, 0.029], [-0.753, 1.980, -0.735], [-1.473, -2.344, 0.530], [-2.927, -1.759, -1.110], [2.201, -1.126, -0.170], [0.825, -1.221, -0.008], [-2.032, -1.657, 0.495], [-2.117, 0.565, -0.363]]
}

Stability check: which of them is most stable? <one>.

<one>
{
  "formula": "C4H7N3O",
  "method": "ωB97M-V/def2-TZVPD",
  "multiplicity": 1,
  "mol_weight_g_mol": 113.12,
  "smiles": "CC1=NNCC=NO1",
  "homo_ev": -7.95,
  "elements": ["C", "C", "C", "C", "H", "H", "H", "H", "H", "H", "H", "N", "N", "N", "O"],
  "xyz": [[-0.127, 2.162, 1.178], [-0.152, 0.852, 0.504], [-0.358, -1.676, -0.816], [1.017, -1.553, -0.227], [-0.526, 2.091, 2.221], [-0.556, 2.981, 0.675], [0.911, 2.451, 1.327], [-0.855, -0.266, -2.453], [-1.062, -1.883, -0.027], [-0.387, -2.433, -1.707], [1.968, -2.062, -0.660], [-0.555, 0.762, -0.755], [-0.728, -0.362, -1.473], [1.243, -0.915, 0.800], [0.167, -0.150, 1.415]]
}

<two>
{
  "formula": "C4H7N3O",
  "method": "ωB97M-V/def2-TZVPD",
  "multiplicity": 1,
  "mol_weight_g_mol": 113.12,
  "smiles": "[H]/N=C(/N)OC(N)=C=C",
  "homo_ev": -7.65,
  "elements": ["C", "C", "C", "N", "N", "C", "N", "O", "H", "H", "H", "H", "H", "H", "H"],
  "xyz": [[-0.655, -0.744, -0.130], [1.518, 0.226, -0.368], [-1.066, 0.489, 0.197], [-1.475, -1.803, -0.460], [2.531, 0.149, 0.534], [-1.794, 1.421, 0.745], [1.439, 1.093, -1.266], [0.659, -1.001, -0.296], [-2.426, -1.744, -0.131], [-1.033, -2.710, -0.427], [2.522, -0.646, 1.151], [3.426, 0.474, 0.208], [0.549, 1.096, -1.752], [-1.964, 2.375, 0.259], [-2.230, 1.325, 1.735]]
}

Stability check: which of them is most stable? <two>.

<one>
{
  "formula": "C10H16",
  "method": "ωB97M-V/def2-TZVPD",
  "multiplicity": 2,
  "mol_weight_g_mol": 136.24,
  "total_charge": 1,
  "homo_ev": [-14.15, -14.15],
  "elements": ["C", "C", "H", "H", "H", "H", "H", "H", "C", "C", "C", "C", "C", "C", "C", "C", "H", "H", "H", "H", "H", "H", "H", "H", "H", "H"],
  "xyz": [[-3.522, -0.605, -0.921], [-3.626, 0.350, 0.305], [-4.064, -0.169, -1.754], [-2.492, -0.652, -1.286], [-3.839, -1.593, -0.620], [-3.518, -0.212, 1.235], [-4.407, 1.097, 0.338], [-2.674, 0.899, 0.250], [0.487, 1.267, -0.160], [0.387, 2.349, 0.984], [1.412, 0.146, 0.067], [1.036, -1.100, 0.626], [2.622, 0.178, -0.690], [1.833, -2.220, 0.558], [3.436, -0.917, -0.773], [3.057, -2.142, -0.155], [-0.547, 1.043, -0.489], [0.819, 1.849, -1.025], [-0.406, 2.117, 1.699], [0.191, -1.303, 1.284], [2.883, 1.063, -1.244], [1.517, -3.131, 1.051], [4.438, -0.830, -1.184], [3.607, -3.075, -0.170], [0.084, 3.257, 0.481], [1.285, 2.332, 1.593]]
}

<two>
{
  "formula": "C10H16",
  "method": "ωB97M-V/def2-TZVPD",
  "multiplicity": 2,
  "mol_weight_g_mol": 136.24,
  "total_charge": 1,
  "homo_ev": [-13.92, -13.92],
  "elements": ["C", "C", "C", "C", "C", "C", "C", "H", "H", "H", "H", "H", "H", "H", "H", "C", "C", "C", "H", "H", "H", "H", "H", "H", "H", "H"],
  "xyz": [[-2.783, 1.813, 0.042], [-2.021, -2.128, -0.922], [-3.139, -1.540, -1.652], [-1.016, -1.463, -0.237], [-3.347, -0.267, -1.224], [-1.303, -0.145, 0.063], [-2.403, 0.447, -0.367], [-1.889, -3.259, -1.064], [-3.614, -2.042, -2.489], [-0.151, -1.956, 0.241], [-4.288, 0.225, -1.595], [-0.510, 0.412, 0.504], [-2.932, 2.082, 1.031], [-3.945, 1.827, -0.259], [-2.310, 2.561, -0.668], [3.163, 0.906, 1.074], [4.468, 0.316, 0.585], [2.094, -0.157, 0.816], [3.254, 1.174, 2.100], [2.869, 1.868, 0.469], [4.986, -0.159, 1.472], [2.364, -1.120, 1.253], [1.086, 0.083, 1.281], [5.085, 1.102, 0.143], [4.395, -0.482, -0.247], [1.887, -0.098, -0.349]]
}

Stability check: which of them is most stable? <one>.

<one>
{
  "formula": "C4H12N2O2",
  "method": "ωB97M-V/def2-TZVPD",
  "multiplicity": 1,
  "mol_weight_g_mol": 120.15,
  "homo_ev": -7.24,
  "elements": ["C", "C", "N", "O", "H", "H", "H", "H", "H", "H", "H", "C", "C", "N", "O", "H", "H", "H", "H", "H"],
  "xyz": [[1.639, 0.782, -0.057], [-0.337, -2.074, 0.183], [2.237, 2.019, 0.080], [1.576, 0.311, -1.268], [0.522, -0.163, -1.573], [1.911, 0.093, 0.745], [1.998, 2.685, -0.641], [2.600, 2.242, 0.995], [-0.644, -2.040, 1.227], [-0.544, -3.065, -0.231], [0.732, -1.891, 0.124], [-0.302, 1.097, 0.773], [-1.075, -1.057, -0.642], [-2.396, -0.906, -0.410], [-0.610, -0.610, -1.732], [-2.779, -1.165, 0.485], [-2.883, -0.218, -0.966], [-1.038, 0.490, 1.300], [-0.755, 1.770, 0.042], [0.144, 1.698, 1.566]]
}

<two>
{
  "formula": "C4H12N2O2",
  "method": "ωB97M-V/def2-TZVPD",
  "multiplicity": 1,
  "mol_weight_g_mol": 120.15,
  "smiles": "C[C@@](O)(CO)C(N)N",
  "homo_ev": -9.45,
  "elements": ["C", "C", "C", "C", "N", "N", "O", "O", "H", "H", "H", "H", "H", "H", "H", "H", "H", "H", "H", "H"],
  "xyz": [[-0.874, -0.698, -0.079], [-0.063, 0.597, 0.285], [1.413, 0.577, -0.171], [-0.124, 0.870, 1.789], [-0.260, -1.970, 0.186], [-1.153, -0.762, -1.499], [-0.692, 1.711, -0.391], [1.534, 0.321, -1.571], [-1.182, 1.298, -1.137], [1.085, 1.071, -2.007], [-1.843, -0.653, 0.432], [0.640, -2.014, -0.292], [-0.053, -2.054, 1.179], [-0.254, -0.848, -1.980], [-1.608, -1.664, -1.650], [1.985, -0.189, 0.363], [1.889, 1.546, 0.018], [0.379, 1.813, 2.035], [0.343, 0.067, 2.367], [-1.162, 0.982, 2.122]]
}

<three>
{
  "formula": "C4H12N2O2",
  "method": "ωB97M-V/def2-TZVPD",
  "multiplicity": 1,
  "mol_weight_g_mol": 120.15,
  "homo_ev": -7.73,
  "elements": ["O", "C", "C", "C", "C", "N", "N", "H", "H", "H", "H", "H", "H", "H", "H", "H", "H", "H", "H", "O"],
  "xyz": [[-2.079, -0.377, 1.721], [-1.309, 0.600, 1.626], [-0.908, 1.394, 0.517], [0.522, 1.788, 0.297], [1.395, 0.630, -0.300], [1.453, -0.645, 0.525], [-1.543, 0.896, -0.721], [-0.836, 0.966, 2.608], [-2.045, -2.505, -1.140], [0.825, 1.987, 1.425], [0.695, 2.699, -0.443], [2.437, 0.944, -0.401], [0.968, 0.545, -1.334], [0.517, -0.929, 0.799], [1.894, -1.399, 0.045], [-2.003, 0.054, -0.389], [-2.214, 1.535, -1.094], [-1.514, -3.024, -0.893], [2.192, -2.938, -1.591], [1.553, -2.221, -1.259]]
}

<four>
{
  "formula": "C4H12N2O2",
  "method": "ωB97M-V/def2-TZVPD",
  "multiplicity": 1,
  "mol_weight_g_mol": 120.15,
  "homo_ev": -8.50,
  "elements": ["C", "N", "N", "O", "H", "H", "H", "H", "H", "H", "C", "C", "C", "O", "H", "H", "H", "H", "H", "H"],
  "xyz": [[1.674, -1.301, -0.569], [1.164, -1.237, 0.754], [2.050, -1.164, 1.694], [0.270, 0.528, 0.903], [0.926, 1.156, 0.560], [2.931, -0.670, 1.532], [1.664, -1.078, 2.627], [2.702, -0.931, -0.678], [1.567, -2.330, -0.914], [0.977, -0.669, -1.206], [-1.521, 2.051, -0.404], [-1.891, -0.471, -0.299], [-0.964, 0.669, -0.683], [-0.194, 0.525, -1.670], [-2.437, 2.199, -0.982], [-0.799, 2.814, -0.694], [-1.752, 2.157, 0.656], [-2.184, -0.396, 0.749], [-2.785, -0.423, -0.925], [-1.398, -1.429, -0.451]]
}

Stability check: which of them is most stable? <two>.